(1)
A 10-piece molecular cluster, C28H55O15S overall in a non-equilibrium geometry, computed with ωB97M-V/def2-TZVPD.

Cartesian coordinates (Å):
O (-2.26080, -1.46674, 0.23165)
C (-2.04113, -2.41059, 0.96037)
O (-2.73514, -3.26938, 1.50798)
O (-0.57646, -2.58263, 1.30307)
S (0.33620, -2.46442, 0.04042)
O (1.50752, -3.25268, 0.32848)
O (0.83281, -0.86328, 0.16973)
O (1.06238, -0.39400, -1.18476)
H (0.29528, -0.70139, -1.69353)
C (-3.16235, -0.15239, 4.53524)
C (-2.83619, 0.53796, 3.22814)
O (-1.73167, 0.52928, 2.75611)
C (-3.98603, 1.22415, 2.52245)
H (-2.26696, -0.61002, 4.94415)
H (-3.55354, 0.56937, 5.25437)
H (-3.91288, -0.92653, 4.36478)
H (-4.41058, 2.00344, 3.16064)
H (-4.76602, 0.49708, 2.29202)
H (-3.62568, 1.66271, 1.59650)
C (0.46051, 1.44758, -5.84551)
C (0.69392, 1.38635, -4.35554)
O (0.17793, 0.55208, -3.65279)
C (1.61538, 2.43092, -3.77441)
H (-0.21693, 0.64921, -6.14185)
H (0.02892, 2.41189, -6.11254)
H (1.40546, 1.34200, -6.37272)
H (1.21284, 3.42771, -3.96004)
H (2.60269, 2.35702, -4.23337)
H (1.70341, 2.26918, -2.70227)
C (3.23169, 1.07761, 3.42890)
C (4.10296, -0.09166, 3.03617)
O (5.25372, -0.17691, 3.41034)
C (3.46218, -1.12133, 2.14909)
H (3.79528, 1.75874, 4.06255)
H (2.89222, 1.60309, 2.53495)
H (2.35085, 0.72228, 3.96477)
H (3.13143, -0.66052, 1.21851)
H (2.58988, -1.55466, 2.63860)
H (4.17203, -1.91431, 1.92634)
C (4.52601, 3.35948, -8.30963)
C (3.39847, 4.08162, -7.60697)
O (2.49953, 3.48560, -7.07023)
C (3.45367, 5.59198, -7.60437)
H (4.37112, 2.28650, -8.23861)
H (4.56081, 3.65159, -9.36038)
H (5.48064, 3.61795, -7.84903)
H (3.44670, 5.96991, -8.62823)
H (4.36965, 5.93162, -7.11831)
H (2.59413, 5.98241, -7.06615)
C (-0.93656, 6.80428, -2.55246)
C (0.37826, 6.64914, -3.27864)
O (0.53791, 5.80609, -4.12592)
C (1.48760, 7.59765, -2.88484)
H (-1.64409, 6.06686, -2.92011)
H (-0.79118, 6.65951, -1.48114)
H (-1.33795, 7.80630, -2.71384)
H (1.71919, 7.48121, -1.82536)
H (1.17794, 8.62958, -3.05861)
H (2.37570, 7.38206, -3.47244)
C (6.58630, 2.16694, -0.32232)
C (5.20893, 1.68635, -0.72745)
O (4.30318, 2.46227, -0.90994)
C (5.04513, 0.19371, -0.87918)
H (6.58533, 3.25096, -0.24208)
H (6.86336, 1.73149, 0.63926)
H (7.32378, 1.85831, -1.06522)
H (5.28304, -0.29677, 0.06609)
H (5.72457, -0.17963, -1.64768)
H (4.02094, -0.04331, -1.16091)
C (-4.70770, -1.92785, 9.64747)
C (-4.39998, -1.21361, 8.34906)
O (-3.28349, -1.18360, 7.89713)
C (-5.56824, -0.55066, 7.65640)
H (-3.79599, -2.36333, 10.04670)
H (-5.12223, -1.22562, 10.37264)
H (-5.44084, -2.71735, 9.47574)
H (-6.01356, 0.20082, 8.31075)
H (-6.33094, -1.29297, 7.41647)
H (-5.23046, -0.07806, 6.73982)
C (-5.63941, -3.91007, 2.43641)
C (-6.95739, -4.58108, 2.69851)
O (-7.98864, -3.97051, 2.87403)
C (-6.93955, -6.09528, 2.73517)
H (-5.75672, -2.83093, 2.42190)
H (-4.91880, -4.18095, 3.20857)
H (-5.22695, -4.22757, 1.47918)
H (-6.26215, -6.44042, 3.51739)
H (-6.58443, -6.48544, 1.78071)
H (-7.94163, -6.46978, 2.93091)
C (1.73900, -6.28372, -1.31659)
C (0.37860, -6.80395, -1.71342)
O (-0.55552, -6.07135, -1.91073)
C (0.24372, -8.30821, -1.85512)
H (1.70941, -5.20077, -1.23440)
H (2.03141, -6.69959, -0.35117)
H (2.47367, -6.57774, -2.07002)
H (0.48110, -8.79563, -0.90823)
H (0.93522, -8.67661, -2.61504)
H (-0.77475, -8.55600, -2.14253)

calculated total energy = -2626.64025 a.u.
frontier orbital gap = 7.545 eV
maximum force = 1.82 eV/Å
net charge = -1



(2)
A 3-piece molecular cluster, C28H56ClF3I2N2O10P overall in a non-equilibrium geometry, computed with ωB97M-V/def2-TZVPD.

Cartesian coordinates (Å):
C (-5.26686, -3.98839, -5.57210)
O (-4.08068, -4.63584, -4.92217)
C (-3.43451, -3.54561, -4.15897)
C (-1.93840, -3.97780, -3.55030)
C (-1.06128, -2.56575, -3.36329)
C (-0.54113, -2.52457, -1.83456)
C (-0.48683, -1.03868, -1.06789)
C (-0.25275, -1.61734, 0.48563)
O (0.77165, -2.65412, 0.61546)
C (0.38433, -3.57867, 1.69531)
F (1.58931, -4.36965, 2.12152)
F (-0.63164, -4.58490, 1.25347)
F (-0.07594, -2.86441, 2.93527)
C (0.68465, -0.03629, -1.69889)
C (1.89806, -0.75520, -2.60347)
O (2.74235, -1.67338, -1.82490)
C (4.05678, -1.89283, -2.45128)
C (5.28530, -2.35363, -1.41559)
O (4.32932, -1.79865, -3.75903)
C (1.50946, 1.03604, -0.83864)
I (0.45257, 2.91213, -0.27422)
C (2.35624, 0.52259, 0.46156)
C (1.91208, 1.17339, 1.90000)
I (4.49267, 1.12750, 0.20344)
C (-0.15486, 0.66864, -2.96314)
N (0.37978, 1.93501, -3.58628)
C (-1.64998, 0.64878, -2.26067)
N (-1.82606, -0.24929, -1.01395)
C (-2.22170, 0.42710, 0.27811)
C (-3.34711, 1.60667, 0.18618)
C (-3.39059, 2.29900, 1.71175)
Cl (-4.80501, 1.58866, 2.73778)
P (-3.33513, -1.10734, -1.36939)
O (-4.58446, -0.23917, -2.11258)
O (-3.73858, -2.41167, -0.35505)
H (-5.93309, -4.76754, -6.16802)
H (-4.94956, -3.15732, -6.35447)
H (-5.87776, -3.46207, -4.69361)
H (-4.13221, -3.27838, -3.22950)
H (-3.36951, -2.61912, -4.89411)
H (-2.15321, -4.52112, -2.53685)
H (-1.41978, -4.74358, -4.26896)
H (-0.20699, -2.64467, -4.19360)
H (-1.77302, -1.71213, -3.71611)
H (0.53035, -3.04793, -1.88223)
H (-1.17511, -3.21135, -1.09599)
H (0.04149, -0.78389, 1.25262)
H (-1.28208, -2.13668, 0.79767)
H (1.44922, -1.41501, -3.49242)
H (2.56104, 0.05456, -3.17854)
H (5.42348, -3.52305, -1.59073)
H (4.94930, -2.25765, -0.27671)
H (6.29379, -1.79005, -1.62532)
H (2.34956, 1.47931, -1.56885)
H (2.40853, -0.63658, 0.60778)
H (2.46875, 0.52627, 2.73539)
H (0.76225, 1.06745, 2.15301)
H (2.31848, 2.28217, 2.07428)
H (-0.29158, 0.00734, -3.94853)
H (-0.46741, 2.43584, -3.97140)
H (0.95658, 1.67131, -4.43966)
H (-2.31596, 0.37249, -3.21257)
H (-1.86502, 1.79090, -2.16080)
H (-1.35494, 0.85089, 0.93159)
H (-2.72008, -0.42371, 0.95459)
H (-4.46389, 1.21115, 0.03715)
H (-3.10467, 2.49653, -0.53028)
H (-3.61887, 3.45570, 1.54549)
H (-2.36013, 2.25079, 2.26275)
H (-5.46752, -0.52111, -1.69328)
H (-3.74180, -3.29690, -0.82738)
C (0.43130, -3.85691, 5.63240)
O (-0.26409, -4.32217, 6.78306)
C (0.38448, -3.93735, 7.99937)
C (-0.34606, -2.77270, 8.67247)
O (-0.20939, -1.56726, 7.91358)
C (-1.39071, -1.25337, 7.18478)
H (-0.19379, -4.04257, 4.75454)
H (0.63814, -2.78510, 5.69226)
H (1.36892, -4.41001, 5.51516)
H (1.43811, -3.68983, 7.82244)
H (0.34952, -4.80571, 8.66514)
H (0.11488, -2.58621, 9.64818)
H (-1.40258, -3.01465, 8.83999)
H (-2.18055, -0.94084, 7.87504)
H (-1.73239, -2.10097, 6.58708)
H (-1.16791, -0.42179, 6.51164)
C (2.99712, 9.24214, -1.75430)
O (3.74817, 8.57519, -0.74674)
C (2.91914, 7.78690, 0.11317)
C (3.03161, 6.29744, -0.22152)
O (2.43941, 6.00541, -1.49104)
C (3.41550, 5.81224, -2.50846)
H (3.69718, 9.69001, -2.46506)
H (2.34573, 8.55091, -2.29562)
H (2.39869, 10.04130, -1.30482)
H (1.87561, 8.12126, 0.06882)
H (3.28080, 7.94577, 1.13419)
H (2.47258, 5.72632, 0.52719)
H (4.07595, 5.96415, -0.18840)
H (3.94695, 4.87055, -2.33885)
H (4.12696, 6.63976, -2.54639)
H (2.90105, 5.75287, -3.47079)

calculated total energy = -3658.04486 a.u.
frontier orbital gap = 6.024 eV
maximum force = 11.26 eV/Å
net charge = +1



(3)
A 2-piece molecular cluster, C28H56N4O5S2 overall in a non-equilibrium geometry, computed with ωB97M-V/def2-TZVPD.

Cartesian coordinates (Å):
H (6.33386, -0.87645, -2.13417)
N (6.53626, 0.02543, -2.64960)
C (6.02918, 1.03177, -1.82190)
C (5.29010, 0.70085, -0.36046)
C (3.66118, 0.54363, -0.70510)
O (3.43342, 1.47631, -1.85850)
C (2.69112, 1.02137, 0.51793)
O (1.35436, 0.41882, 0.55276)
C (0.54626, 0.74603, -0.62725)
C (0.08037, 2.31180, -0.75304)
C (-1.32973, 2.32309, -1.63637)
C (-1.22594, 1.45392, -3.03845)
S (-2.89160, 1.56668, -3.93491)
C (-3.25197, 0.02302, -4.92380)
S (-4.33302, 0.21189, -6.26701)
N (-2.74700, -1.37346, -4.67582)
C (-3.16940, -1.95209, -3.35319)
C (-1.97257, -2.24093, -2.27837)
O (-0.70902, -2.72764, -2.84834)
C (-0.79744, -2.97077, -4.29552)
C (-1.28792, -1.56320, -4.99437)
N (3.45882, -0.86092, -1.20653)
C (3.47089, -1.90571, -0.11785)
C (2.04284, -2.71380, -0.20900)
C (1.75525, -3.75416, 1.02412)
C (0.46235, -4.69346, 0.53077)
C (-0.57371, -5.06418, 1.74582)
C (-1.11943, -3.78378, 2.61190)
C (-1.55078, -2.47469, 1.72413)
C (-3.12907, -1.99261, 1.98602)
C (-3.29156, -0.51617, 1.22962)
C (-3.04849, 0.76014, 2.23826)
C (-4.53574, 1.39634, 2.60076)
O (-5.01494, 2.28990, 1.50694)
C (-4.50923, 3.66294, 1.68374)
H (6.17513, 2.15828, -2.18266)
H (5.46101, 1.65458, 0.29730)
H (5.73426, -0.28476, 0.09457)
H (3.62747, 2.42231, -1.52802)
H (3.25851, 0.79449, 1.54273)
H (2.59106, 2.19845, 0.47117)
H (1.00988, 0.43911, -1.65710)
H (-0.45981, 0.11023, -0.52540)
H (0.87183, 2.89251, -1.42594)
H (-0.00506, 2.88968, 0.26206)
H (-2.15045, 1.77242, -0.97253)
H (-1.69689, 3.43033, -1.82955)
H (-0.32837, 1.84292, -3.72249)
H (-1.02986, 0.31096, -2.87752)
H (-3.77353, -2.95103, -3.52721)
H (-3.92111, -1.18941, -2.85010)
H (-2.37026, -3.09992, -1.55124)
H (-1.74022, -1.32185, -1.55493)
H (-1.49803, -3.88571, -4.49747)
H (0.29565, -3.23306, -4.67465)
H (-1.22307, -1.75055, -6.17169)
H (-0.59662, -0.64318, -4.78491)
H (2.66346, -0.96159, -1.87229)
H (4.31443, -2.69443, -0.41990)
H (3.75543, -1.52027, 0.94921)
H (1.09656, -2.02646, -0.32221)
H (2.09321, -3.35317, -1.21552)
H (1.54654, -3.19553, 2.03405)
H (2.67322, -4.47740, 1.12064)
H (0.88077, -5.67498, 0.01148)
H (-0.08729, -4.09188, -0.34031)
H (-1.52509, -5.56590, 1.22721)
H (-0.07273, -5.91311, 2.38684)
H (-2.10059, -4.14198, 3.17907)
H (-0.34179, -3.47067, 3.43534)
H (-1.44165, -2.61325, 0.56313)
H (-0.86302, -1.57238, 2.09332)
H (-3.87267, -2.75811, 1.47326)
H (-3.35070, -1.90207, 3.14999)
H (-4.32811, -0.45570, 0.64183)
H (-2.41764, -0.48127, 0.43018)
H (-2.46964, 1.59196, 1.64070)
H (-2.43838, 0.41990, 3.18057)
H (-5.27231, 0.47188, 2.69898)
H (-4.45264, 1.94863, 3.63795)
H (-4.47748, 3.98941, 2.82210)
H (-3.43134, 3.78599, 1.19837)
H (-5.22688, 4.39580, 1.10069)
C (2.19246, 4.21325, 5.12830)
N (2.60011, 3.78636, 3.81085)
C (2.28520, 4.34231, 2.60656)
C (1.40218, 5.55859, 2.59546)
O (2.72355, 3.84441, 1.57162)
H (3.09338, 4.43184, 5.70715)
H (1.65538, 3.38691, 5.60072)
H (1.55299, 5.09600, 5.10171)
H (3.19782, 2.97175, 3.73280)
H (1.24268, 5.88322, 1.56281)
H (0.43071, 5.32079, 3.03620)
H (1.88064, 6.37444, 3.14352)

structure (SMILES) = [H]/N=C\C[C@](O)(COCCCCSC(=S)N1CCOCC1)NCCCCCCCCCCCOC.CNC(C)=O
calculated total energy = -2491.56186 a.u.
frontier orbital gap = 7.955 eV
maximum force = 6.49 eV/Å



(4)
A 4-piece molecular cluster, C28H56NO16P3S overall in a non-equilibrium geometry, computed with ωB97M-V/def2-TZVPD.

Cartesian coordinates (Å):
C (-1.92193, 5.87774, -5.13308)
C (-2.72272, 5.42016, -6.08277)
C (-2.68198, 4.00846, -6.64077)
C (-3.13918, 2.97204, -5.62316)
C (-1.97300, 2.46055, -4.77001)
C (-2.06689, 2.25608, -3.40663)
C (-1.01573, 1.79891, -2.62555)
C (0.17475, 1.58557, -3.31752)
C (0.18160, 1.84230, -4.68024)
N (-0.83174, 2.24914, -5.42666)
C (-4.41041, 3.42878, -4.89594)
O (-5.45799, 2.42616, -4.96366)
S (-4.77771, 1.07534, -5.49643)
O (-5.63434, 0.30896, -6.31824)
O (-4.31346, 0.41648, -4.31996)
O (-3.59429, 1.73873, -6.30475)
H (-1.31941, 5.25288, -4.48338)
H (-1.82630, 6.95205, -5.01984)
H (-3.47172, 6.08014, -6.50973)
H (-1.66142, 3.82188, -6.96707)
H (-3.31316, 3.89940, -7.52504)
H (-3.01721, 2.44409, -2.92334)
H (-1.10717, 1.64072, -1.56151)
H (1.06961, 1.25723, -2.80782)
H (1.12636, 1.69395, -5.19923)
H (-4.88279, 4.28965, -5.36912)
H (-4.30883, 3.69878, -3.84667)
C (-3.56601, 1.58100, 2.36015)
C (-3.91152, 2.53643, 1.23209)
O (-3.59683, 3.89086, 1.57036)
P (-2.04663, 4.38584, 1.47068)
O (-1.70765, 4.32026, 0.02748)
O (-2.27485, 6.00025, 1.64473)
C (-1.56367, 6.93868, 0.83326)
C (-2.50186, 7.56298, -0.17695)
O (-1.65396, 4.17037, 3.01926)
C (-1.98318, 5.06257, 4.09459)
C (-3.45988, 5.13671, 4.40105)
H (-2.48693, 1.55321, 2.53318)
H (-3.90161, 0.57076, 2.12343)
H (-4.03317, 1.89984, 3.29194)
H (-3.39615, 2.24951, 0.31102)
H (-4.98222, 2.50493, 1.03304)
H (-0.71232, 6.47050, 0.34079)
H (-1.17212, 7.70954, 1.50179)
H (-2.96510, 6.79920, -0.80206)
H (-1.97054, 8.26699, -0.81947)
H (-3.30837, 8.09304, 0.33182)
H (-1.55600, 6.04804, 3.92312)
H (-1.46494, 4.65767, 4.96688)
H (-4.00927, 5.64037, 3.60745)
H (-3.61383, 5.69602, 5.32506)
H (-3.88483, 4.14003, 4.51787)
C (0.53559, 1.89379, 4.17210)
C (1.55676, 2.18507, 3.08848)
O (2.36989, 1.04723, 2.80562)
P (1.75517, -0.15032, 1.85979)
O (1.72973, 0.53722, 0.53059)
O (3.11672, -1.03912, 1.57173)
C (3.40851, -1.56042, 0.27338)
C (4.55621, -0.79261, -0.34678)
O (1.40909, -1.11267, 3.12801)
C (2.34498, -1.93094, 3.84972)
C (3.37130, -1.14643, 4.63133)
H (-0.18642, 1.14458, 3.83576)
H (-0.00831, 2.79957, 4.43582)
H (1.01766, 1.49565, 5.06531)
H (1.06172, 2.52822, 2.17440)
H (2.22981, 2.97815, 3.41498)
H (2.52877, -1.53797, -0.36916)
H (3.69168, -2.60804, 0.40406)
H (4.32398, 0.27047, -0.41193)
H (4.77870, -1.16476, -1.34827)
H (5.45169, -0.88777, 0.26921)
H (2.81114, -2.65916, 3.19091)
H (1.73471, -2.50635, 4.54896)
H (4.07948, -0.64487, 3.97391)
H (3.93223, -1.82361, 5.27746)
H (2.89474, -0.38459, 5.24810)
C (5.71553, -9.19438, 0.73299)
C (5.41476, -7.70872, 0.64819)
O (4.04286, -7.46374, 0.32600)
P (2.92148, -7.58484, 1.50306)
O (3.23818, -6.48839, 2.45312)
O (1.62278, -6.93748, 0.73744)
C (0.74708, -6.03154, 1.41060)
C (0.95610, -4.62954, 0.88354)
O (2.46374, -9.10028, 1.19944)
C (1.55670, -9.50263, 0.16234)
C (2.09158, -9.29698, -1.23500)
H (5.17681, -9.65668, 1.56318)
H (6.78292, -9.36154, 0.88166)
H (5.40118, -9.70354, -0.17810)
H (5.67627, -7.20652, 1.58337)
H (6.00736, -7.25497, -0.14582)
H (0.89043, -6.06979, 2.48976)
H (-0.27553, -6.35769, 1.20466)
H (1.99274, -4.31388, 1.00572)
H (0.31045, -3.91832, 1.40299)
H (0.73658, -4.58778, -0.18464)
H (0.58507, -9.03213, 0.29472)
H (1.39830, -10.57040, 0.32451)
H (2.15833, -8.23997, -1.48759)
H (1.42544, -9.77408, -1.95539)
H (3.08786, -9.72631, -1.33870)

structure (SMILES) = C=CC[C@@]1(c2ccccn2)COS(=O)(=O)O1.CCOP(=O)(OCC)OCC.CCOP(=O)(OCC)OCC.CCOP(=O)(OCC)OCC
calculated total energy = -3781.38692 a.u.
frontier orbital gap = 8.898 eV
maximum force = 8.27 eV/Å